Record 1
{"formula": "C4H12N4", "method": "wB97M-V/def2-TZVPD", "species": ["N", "N", "N", "N", "C", "C", "C", "C", "H", "H", "H", "H", "H", "H", "H", "H", "H", "H", "H", "H"], "xyz": [[-0.02959, 0.32693, -0.27280], [-1.25183, 0.43804, -0.05204], [0.81391, -0.63807, -0.25377], [2.64016, 1.25654, 0.15995], [2.48432, 0.07857, -0.13714], [0.96417, -2.08005, -0.00026], [-2.21941, -0.64842, 0.20040], [-1.93455, 1.73573, -0.09282], [3.35696, -0.50039, -0.45128], [1.70672, -2.36738, -0.72994], [-2.40634, 2.07911, 0.87378], [1.79485, 1.83083, 0.39574], [-2.56194, 1.76644, -1.00047], [0.02729, -2.63541, -0.10255], [3.59655, 1.69098, 0.18783], [1.42186, -2.26769, 0.97624], [-3.18368, -0.22970, 0.21321], [-1.23988, 2.68107, -0.20836], [-1.85376, -1.21475, 0.99039], [-2.12580, -1.30240, -0.69612]], "forces_ev_per_a": [[1.294, 1.153, 0.872], [-0.675, -0.589, 0.407], [3.228, 2.640, 0.548], [-0.495, 3.020, 1.037], [-3.258, -3.614, -1.804], [-0.059, -0.369, 0.277], [1.895, -0.813, -3.119], [1.565, 4.046, -0.344], [-0.549, -0.659, 0.170], [-0.182, -0.568, -0.401], [-0.076, -1.460, -0.955], [0.833, -0.175, -0.212], [-0.177, -0.167, 0.782], [0.210, 0.246, -0.155], [-1.007, -0.259, 0.021], [-0.413, 0.246, 0.090], [-1.088, 0.248, 0.584], [-0.591, -2.302, -0.180], [-0.018, -0.870, 1.949], [-0.439, 0.244, 0.433]], "lowdin_charge": [0.088, -0.157, -0.010, 0.256, 0.146, 0.008, 0.061, 0.000, 0.172, 0.099, 0.136, 0.184, 0.122, 0.110, 0.217, 0.114, 0.097, 0.137, 0.087, 0.132], "e_homo_ha": -0.6951, "charge": 2, "e_lumo_ev": -9.4307, "multiplicity": 1}


Record 2
{"formula": "C4H12N4", "method": "wB97M-V/def2-TZVPD", "species": ["N", "N", "N", "N", "C", "C", "C", "C", "H", "H", "H", "H", "H", "H", "H", "H", "H", "H", "H", "H"], "xyz": [[-0.53717, 1.25013, 0.09346], [-1.76040, 0.68500, 0.09018], [-1.95310, 0.46598, -2.15694], [1.21450, 0.17024, 0.46310], [-1.85068, 0.79038, -3.36004], [1.15787, -0.71522, 1.59715], [-2.41994, 0.22555, -1.02212], [2.61898, -1.30197, 1.75145], [3.02192, -1.25876, 0.69353], [0.46859, -1.44725, 1.26089], [-2.35814, 1.62856, -3.58551], [-1.29621, 0.09809, -3.97210], [1.91618, 0.91235, 0.50543], [-0.49546, 1.67174, 1.06320], [-3.45020, -0.10726, -0.78156], [3.26678, -0.59663, 2.27377], [0.97628, -0.13006, -0.50560], [0.93444, -0.28333, 2.57699], [2.67879, -2.31800, 2.11774], [-2.13303, 0.26044, 0.89698]], "forces_ev_per_a": [[-0.577, 0.946, 1.477], [1.362, -0.909, -0.407], [-0.633, -0.721, -0.172], [-1.770, 1.436, -0.925], [1.272, -3.153, 1.580], [1.702, -1.027, 0.271], [0.059, 1.492, 0.555], [0.150, 1.039, -2.420], [-0.084, -0.685, 1.096], [-0.689, -1.075, 0.491], [-1.313, 3.156, -1.681], [0.139, 0.257, -0.774], [-0.243, 0.104, -0.260], [0.366, -0.340, -1.250], [0.686, -0.429, -0.703], [-0.254, -0.228, 0.426], [1.060, -0.302, 1.262], [-0.561, 0.509, -0.556], [-0.194, -0.015, 0.221], [-0.479, -0.056, 1.768]], "lowdin_charge": [0.157, -0.002, 0.142, 0.114, 0.257, -0.223, -0.020, -0.024, 0.097, 0.107, 0.108, 0.146, 0.161, 0.151, 0.203, 0.090, 0.156, 0.137, 0.094, 0.150], "e_homo_ha": [-0.6849, -0.6673], "charge": 2, "e_lumo_ev": [-10.0732, -10.2203], "multiplicity": 1}